[1]
ORCA calculation (ωB97M-V/def2-TZVPD) on a structure of composition C4H5N2O2 at a distorted geometry.

Geometry as XYZ:
```
13
Properties=species:S:1:pos:R:3:forces:R:3:lowdin_charge:R:1
C 0.885296 -1.508720 -0.859223 0.46 2.85 -0.19 0.10
C 2.003496 -0.605269 -0.634400 -2.29 -1.49 -0.66 0.12
C 0.107623 -0.303474 -0.746571 1.42 -1.58 -0.41 0.13
C 1.095778 0.203116 0.189964 1.70 0.12 1.10 -0.24
N -2.089675 0.899831 -0.411946 1.54 1.58 -0.13 -0.13
N 1.012311 0.896806 1.295806 -2.10 -1.50 -2.92 0.27
O -1.542280 1.079033 0.664651 -2.56 -0.93 -0.65 -0.07
O -3.145864 0.160187 -0.482638 -0.89 -0.82 2.86 0.09
H 0.661236 -2.432724 -1.379869 0.33 -0.22 0.52 0.14
H 2.752133 -0.421318 -1.406117 0.26 0.39 0.67 0.14
H -0.018093 1.065705 1.337030 0.88 0.89 1.19 0.10
H -3.431557 -0.155643 0.467003 0.61 0.57 -1.71 0.19
H 1.709600 1.122473 1.966316 0.64 0.14 0.31 0.15
```
Forces are in eV/Å.

## Properties
charge	+1
DFT total energy	-414.86362	a.u.
lowest unoccupied orbital energy (alpha / beta)	-5.3 / -5.3	eV
HOMO-LUMO gap (alpha / beta)	0.322 / 0.322	Ha
multiplicity	1
energy above the lowest of the compared OMol25 structures with the same formula, charge and spin	621.8	kJ/mol

[2]
ORCA calculation (ωB97M-V/def2-TZVPD) on a cluster of 2 separate species, C4H5N2O2S in total at a distorted geometry.

Geometry as XYZ:
```
14
Properties=species:S:1:pos:R:3:forces:R:3:lowdin_charge:R:1
C -1.034759 -1.569574 1.543618 1.04 0.00 -1.18 -0.23
C 0.271920 -1.106851 1.509348 1.14 -1.51 2.28 -0.17
C -0.865787 -0.201519 -0.117978 -1.90 0.60 -3.12 -0.31
C 1.403904 0.517683 -0.160735 1.00 1.81 0.23 -0.10
N -1.707776 -1.067768 0.420738 -0.03 0.23 1.72 -0.03
N 0.350264 -0.263058 0.418895 0.41 -0.25 1.10 -0.23
O -1.548799 2.672534 -1.792649 -0.29 0.54 0.33 -0.54
O -0.152081 1.168643 -3.022712 1.73 -0.45 -1.17 -0.54
S -1.390269 1.346725 -2.342685 -1.13 -0.75 1.72 0.70
H -1.448436 -2.317872 2.224620 0.09 0.37 -0.26 0.06
H 1.129196 -1.429865 2.236841 -1.57 0.99 -1.73 0.11
H 0.918066 1.577344 -0.377996 1.41 -2.15 0.24 0.11
H 2.290131 0.621551 0.579330 -1.45 -0.08 -1.17 0.09
H 1.784426 0.052028 -1.118635 -0.46 0.65 0.99 0.08
```
Forces are in eV/Å.

## Properties
charge	-1
DFT total energy	-813.57563	a.u.
lowest unoccupied orbital energy (alpha / beta)	3.7 / 3.7	eV
HOMO-LUMO gap (alpha / beta)	0.260 / 0.260	Ha
multiplicity	1
energy above the lowest of the compared OMol25 structures with the same formula, charge and spin	283.2	kJ/mol

[3]
ORCA calculation (ωB97M-V/def2-TZVPD) on the ion C4H5N2O2S with charge -1 at a distorted geometry.

Geometry as XYZ:
```
14
Properties=species:S:1:pos:R:3:forces:R:3:lowdin_charge:R:1
C 1.820904 -0.812884 -1.237569 1.41 0.37 -0.47 -0.50
C 0.465774 -0.573129 -0.828088 -0.88 -0.38 1.16 -0.13
C 0.215166 0.245669 0.484621 -0.17 0.75 -0.72 -0.39
C -0.788587 1.423266 0.427190 -3.43 -0.44 -0.34 -0.10
N -0.116560 -0.587022 1.644082 -0.12 -0.32 1.35 -0.15
N -1.047711 -1.431434 1.680653 1.27 0.66 0.21 -0.57
O 1.182897 0.031540 -2.001017 -0.59 1.49 -0.77 0.10
O 2.984254 -1.097018 -1.243896 -0.21 -0.88 0.64 0.10
S -1.902663 -1.833981 0.331852 -1.87 -0.86 -0.69 0.31
H -0.356585 -1.235405 -1.158415 0.76 0.55 0.42 0.02
H 1.142265 0.709539 0.826486 0.37 -0.24 -0.48 0.12
H -0.721001 2.189169 -0.330245 1.53 0.62 -0.05 0.04
H -1.099543 1.896987 1.431726 1.03 -0.93 -1.43 0.09
H -1.778609 1.074705 -0.027380 0.91 -0.40 1.18 0.06
```
Forces are in eV/Å.

## Properties
charge	-1
DFT total energy	-813.52942	a.u.
lowest unoccupied orbital energy	3.6	eV
HOMO-LUMO gap	0.251	Ha
multiplicity	1
energy above the lowest of the compared OMol25 structures with the same formula, charge and spin	404.5	kJ/mol
SMILES string	C[C@@H](/N=N\[S-])[C@H]1OC1=O

[4]
ORCA calculation (ωB97M-V/def2-TZVPD) on a cluster of 2 separate species, C4H5N2O3P in total at a distorted geometry.

Geometry as XYZ:
```
15
Properties=species:S:1:pos:R:3:forces:R:3:lowdin_charge:R:1
C -1.037664 -0.634587 -1.972800 -1.86 1.03 -0.73 -0.20
C 1.093590 -0.050970 -1.111343 1.41 -0.13 -0.63 -0.22
C 0.501446 -2.371407 -1.142515 0.83 -1.42 -0.04 0.11
C 0.109874 -1.129218 -1.358231 2.33 0.49 -0.09 -0.35
N -1.900516 0.004453 -2.392208 0.17 -0.57 0.03 0.19
N 2.020199 0.654995 -1.123006 -1.33 -0.73 0.03 0.17
O -1.652663 2.230627 0.975282 -0.80 0.73 0.88 -0.13
O 0.675678 2.613651 0.626485 0.45 0.42 0.55 -0.14
O -0.224833 0.199336 0.577419 -0.46 1.77 2.80 -0.35
P -0.275796 1.548622 1.261399 0.05 -1.70 -1.14 0.49
H -0.044659 -3.276495 -1.537804 0.56 1.22 0.89 0.11
H 1.498532 -2.456903 -0.621421 -1.32 -0.38 -0.78 0.11
H -0.016177 1.633368 2.683607 -0.39 -0.19 -1.14 0.08
H -2.290377 1.671674 0.530529 -0.17 -0.31 -0.17 0.08
H 1.334262 2.208004 0.052410 0.54 -0.24 -0.47 0.03
```
Forces are in eV/Å.

## Properties
charge	0
DFT total energy	-832.02327	a.u.
lowest unoccupied orbital energy	-0.2	eV
HOMO-LUMO gap	0.383	Ha
multiplicity	1
energy above the lowest of the compared OMol25 structures with the same formula, charge and spin	0.0	kJ/mol
SMILES string	C=C(C#N)C#N.O=[PH](O)O

[5]
ORCA calculation (ωB97M-V/def2-TZVPD) on the ion C4H5N2O4P with charge -2 at a distorted geometry.

Geometry as XYZ:
```
16
Properties=species:S:1:pos:R:3:forces:R:3:lowdin_spin:R:1
C 2.134552 0.117193 -0.526028 -0.17 -1.10 -1.29 0.06
C -2.312929 0.210874 -0.431899 -1.19 0.77 -1.89 0.02
C 0.913224 0.684510 -0.856658 0.12 2.81 -0.81 0.27
C -1.316091 -0.156225 0.697913 -0.32 3.31 1.19 0.10
N 0.082089 -1.582159 -0.393568 1.83 -2.49 -2.64 0.64
N -0.421074 -1.161370 0.671354 -0.87 -1.61 2.49 0.48
O 3.009314 -0.170888 -1.352804 0.92 0.31 0.61 0.05
O -2.056809 1.174300 -1.222157 1.37 -0.23 0.90 0.06
O 2.147856 -0.269072 0.741148 2.83 -0.96 1.20 0.02
O -3.381487 -0.392055 -0.552201 -1.10 -1.74 1.00 0.01
P -0.102108 1.360667 0.349198 -1.63 1.88 0.63 0.22
H 0.867041 1.169764 -1.812596 -0.37 -0.30 -0.59 0.01
H -1.717565 -0.087036 1.754783 -0.14 0.17 -1.26 0.00
H -0.489148 -1.556132 -1.219476 -1.09 -0.31 -0.44 0.05
H 1.221663 -0.396163 1.001404 -0.39 -0.51 0.44 0.00
H 0.650796 1.158978 1.517207 0.19 -0.01 0.45 0.01
```
Forces are in eV/Å.

## Properties
expectation value of S²	2.014
charge	-2
DFT total energy	-907.04237	a.u.
lowest unoccupied orbital energy (alpha / beta)	6.7 / 5.6	eV
HOMO-LUMO gap (alpha / beta)	0.150 / 0.191	Ha
multiplicity	3

[6]
ORCA calculation (ωB97M-V/def2-TZVPD) on an isolated molecule of C4H5N2OP at a distorted geometry.

Geometry as XYZ:
```
13
Properties=species:S:1:pos:R:3:forces:R:3:lowdin_charge:R:1
C -0.109439 1.147729 -0.141696 0.85 -0.11 1.82 -0.24
C 0.118572 -0.177601 -0.160310 -0.12 3.20 -3.93 0.02
C 0.149267 -1.394053 0.462691 0.08 -0.83 1.48 -0.57
C -0.251498 -1.416913 1.944554 1.45 3.32 -1.97 0.02
N -0.105908 2.077588 -1.119247 -0.55 0.16 1.00 -0.08
N 0.116930 1.713851 -2.385214 -0.18 -0.01 0.79 -0.50
O 0.567613 -2.356566 -0.118241 0.40 -1.93 -0.49 0.07
P 0.670438 0.294912 -3.063366 -0.61 -0.01 1.54 0.82
H -0.163022 1.525176 0.958600 -0.30 0.09 -2.05 0.14
H -0.216048 -0.313547 2.200923 -0.44 -1.32 0.41 0.08
H 0.614605 -1.867512 2.359875 0.01 -1.06 1.13 0.08
H -1.230715 -1.789097 1.954030 -1.12 -0.97 0.88 0.07
H -0.160795 2.556033 -2.892600 0.51 -0.54 -0.62 0.08
```
Forces are in eV/Å.

## Properties
charge	0
DFT total energy	-681.31266	a.u.
lowest unoccupied orbital energy (alpha / beta)	-1.2 / -1.3	eV
HOMO-LUMO gap (alpha / beta)	0.269 / 0.257	Ha
multiplicity	1
energy above the lowest of the compared OMol25 structures with the same formula, charge and spin	503.5	kJ/mol

[7]
ORCA calculation (ωB97M-V/def2-TZVPD) on an isolated molecule of C4H5N3 at a distorted geometry.

Geometry as XYZ:
```
12
Properties=species:S:1:pos:R:3:forces:R:3:lowdin_charge:R:1
C 2.664017 -0.799310 -0.116214 -3.13 -0.24 0.67 -0.14
C 2.512964 0.473463 0.065156 -0.08 -0.65 -0.33 -0.20
C -0.463170 -0.908105 0.508579 -1.22 0.34 0.05 -0.08
C -1.807160 -0.315455 0.258263 1.45 0.68 -0.31 -0.09
N 1.661611 -1.780681 0.088760 2.42 -1.60 -1.53 -0.01
N 0.505181 -1.394235 0.037572 -1.10 1.32 1.77 -0.05
N 2.433009 1.623380 0.383112 0.02 2.29 0.85 0.16
H 3.591729 -1.137523 -0.278625 3.22 -1.39 -0.59 0.06
H -1.532864 0.319345 -0.696282 -1.51 -0.69 1.95 0.11
H -2.107369 0.257463 1.237763 0.23 -0.92 -2.37 0.10
H -2.464164 -1.172202 0.011909 -0.10 0.85 0.12 0.07
H 2.331224 2.339835 -0.324872 -0.21 0.01 -0.29 0.07
```
Forces are in eV/Å.

## Properties
charge	0
DFT total energy	-319.49665	a.u.
lowest unoccupied orbital energy	0.5	eV
HOMO-LUMO gap	0.281	Ha
multiplicity	1
energy above the lowest of the compared OMol25 structures with the same formula, charge and spin	565.9	kJ/mol

[8]
ORCA calculation (ωB97M-V/def2-TZVPD) on an isolated molecule of C4H5N3 at a distorted geometry.

Geometry as XYZ:
```
12
Properties=species:S:1:pos:R:3:forces:R:3:lowdin_charge:R:1
C -1.101587 -1.994117 0.821967 -0.62 -0.57 0.04 0.00
C -0.347124 -1.498498 2.009820 -0.31 -0.14 -1.04 0.02
C -1.304497 0.175917 -1.703077 -0.44 0.35 -2.29 -0.08
C 1.479303 0.714689 0.658096 -1.02 1.87 0.09 -0.05
N -0.121135 -0.067492 -1.347164 0.86 1.54 2.65 0.07
N -0.372606 -0.901000 0.806577 1.91 0.40 2.88 -0.30
N 0.127318 0.205955 0.281553 -1.01 -0.41 -4.54 -0.11
H -1.386757 0.147090 -2.854459 -0.05 -0.40 1.76 0.10
H -2.262114 0.478328 -1.219986 1.17 -0.18 0.41 0.09
H 2.423876 0.290749 0.220219 -1.35 0.33 -0.18 0.10
H 1.345716 1.885605 0.608258 0.76 -2.40 -0.49 0.12
H 1.519609 0.562773 1.718197 0.10 -0.38 0.72 0.05
```
Forces are in eV/Å.

## Properties
charge	0
DFT total energy	-319.36643	a.u.
lowest unoccupied orbital energy	0.7	eV
HOMO-LUMO gap	0.371	Ha
multiplicity	1
energy above the lowest of the compared OMol25 structures with the same formula, charge and spin	907.9	kJ/mol
SMILES string	C=NN(C)N1C#C1

[9]
ORCA calculation (ωB97M-V/def2-TZVPD) on an isolated molecule of C4H5N3 at a distorted geometry.

Geometry as XYZ:
```
12
Properties=species:S:1:pos:R:3:forces:R:3:lowdin_charge:R:1
C -2.120738 -1.239227 -0.059491 1.99 0.80 1.30 -0.02
C 0.329069 1.411438 0.224373 5.08 -7.19 -2.68 0.00
C 1.701260 1.156644 -0.202669 -2.10 -1.34 1.63 -0.04
C 1.717401 -0.327978 -0.296689 -0.63 2.79 0.05 -0.16
H -3.133995 -1.613724 0.044261 -0.34 1.19 -0.41 0.06
H -1.400106 -2.071096 -0.063800 -0.05 0.50 -0.31 0.06
H -0.265530 2.131551 0.469542 -3.01 4.68 1.21 0.03
H 2.669788 1.758013 -0.226665 -2.02 -0.58 -0.05 0.10
H 2.595877 -0.812480 -0.702507 -0.32 -0.68 0.50 0.09
N -1.704440 -0.013265 0.133365 -0.36 -2.19 0.18 0.04
N -0.299891 0.123843 0.237097 0.87 1.83 -0.36 -0.22
N 0.543188 -0.881653 -0.015315 0.90 0.19 -1.05 0.04
```
Forces are in eV/Å.

## Properties
charge	0
DFT total energy	-319.57440	a.u.
lowest unoccupied orbital energy	0.4	eV
HOMO-LUMO gap	0.354	Ha
multiplicity	1
energy above the lowest of the compared OMol25 structures with the same formula, charge and spin	361.8	kJ/mol
SMILES string	C=Nn1cccn1

[10]
ORCA calculation (ωB97M-V/def2-TZVPD) on a cluster of 2 separate species, C4H5N3 in total at a distorted geometry.

Geometry as XYZ:
```
12
Properties=species:S:1:pos:R:3:forces:R:3:lowdin_charge:R:1
N 2.640266 0.502360 1.169995 0.92 -0.64 0.31 0.01
C 3.552143 -0.176211 1.458599 -0.84 0.71 -0.28 -0.11
C 0.098750 -0.297492 -0.669419 -0.03 0.08 0.09 -0.11
C -1.261072 -0.878481 -0.890799 0.09 -0.03 -0.05 -0.20
N -2.129540 -0.035014 -0.091094 0.25 0.23 0.10 0.06
C -1.346257 0.822712 0.438413 -0.23 -0.02 0.03 -0.20
N 0.039985 0.713435 0.121705 -0.08 -0.27 -0.18 0.04
H 1.042585 -0.658461 -1.071892 -0.16 0.04 0.03 0.12
H -1.565725 -0.865697 -1.944254 0.05 0.00 0.10 0.13
H -1.319647 -1.921523 -0.555510 0.02 0.10 -0.03 0.13
H -1.671017 1.608979 1.112542 0.00 -0.11 -0.11 0.11
H 1.765467 0.949392 0.894846 0.00 -0.10 -0.01 0.01
```
Forces are in eV/Å.

## Properties
charge	0
DFT total energy	-319.62300	a.u.
lowest unoccupied orbital energy	0.0	eV
HOMO-LUMO gap	0.405	Ha
multiplicity	1
energy above the lowest of the compared OMol25 structures with the same formula, charge and spin	234.2	kJ/mol

[11]
ORCA calculation (ωB97M-V/def2-TZVPD) on a cluster of 2 separate species, C4H5N3 in total at a distorted geometry.

Geometry as XYZ:
```
12
Properties=species:S:1:pos:R:3:forces:R:3:lowdin_charge:R:1
C 0.077106 -1.435632 -0.844837 -0.24 -0.42 0.35 -0.18
N -1.173389 1.153672 -0.070913 -0.57 0.41 0.27 0.05
C 0.522533 -0.245675 -1.160027 0.37 0.43 -0.59 -0.10
C -0.126492 0.987218 -0.760876 0.22 0.33 0.16 -0.30
N -0.265355 -2.491052 -0.378898 0.04 -0.20 0.17 0.20
C 1.362014 0.360373 2.516364 1.71 -1.47 0.63 -0.11
N 0.522903 1.095555 2.263862 -2.14 1.94 -0.79 0.03
H -0.905884 -3.126461 -0.838061 -0.04 0.10 -0.16 0.09
H -1.650152 0.293610 0.192743 0.11 -0.22 -0.11 0.05
H -0.205589 1.676348 1.843479 0.48 -0.49 0.27 0.05
H 1.426720 -0.174044 -1.741717 0.13 -0.11 -0.08 0.10
H 0.415584 1.906084 -1.021121 -0.07 -0.30 -0.11 0.11
```
Forces are in eV/Å.

## Properties
charge	0
DFT total energy	-319.58054	a.u.
lowest unoccupied orbital energy	0.6	eV
HOMO-LUMO gap	0.366	Ha
multiplicity	1
energy above the lowest of the compared OMol25 structures with the same formula, charge and spin	345.7	kJ/mol

[12]
ORCA calculation (ωB97M-V/def2-TZVPD) on an isolated molecule of C4H5N3.

Geometry as XYZ:
```
12
Properties=species:S:1:pos:R:3:forces:R:3:lowdin_charge:R:1
N 0.289121 -1.600498 1.156267 -0.08 -0.10 0.15 0.09
C 0.083006 -0.507379 0.342201 -0.05 0.33 -0.20 -0.30
C -1.177290 0.072393 0.150767 0.10 -0.06 0.04 -0.10
N -1.352561 1.191300 -0.545561 0.25 -0.12 0.04 0.07
C -0.263328 1.742039 -1.077474 0.00 0.02 -0.03 -0.24
N 0.975379 1.256907 -1.010906 -0.20 -0.15 0.13 0.07
C 1.138708 0.139901 -0.311610 -0.07 -0.07 0.07 -0.10
H -0.511796 -2.123501 1.479184 0.24 0.06 -0.17 0.09
H 1.153327 -2.110317 1.064615 -0.21 0.01 -0.01 0.09
H -2.069281 -0.389046 0.581829 0.18 0.11 -0.06 0.11
H -0.394371 2.674702 -1.620648 -0.01 -0.15 0.05 0.10
H 2.149057 -0.270535 -0.253296 -0.15 0.11 -0.01 0.11
```
Forces are in eV/Å.

## Properties
charge	0
DFT total energy	-319.69121	a.u.
lowest unoccupied orbital energy	0.9	eV
HOMO-LUMO gap	0.350	Ha
multiplicity	1
energy above the lowest of the compared OMol25 structures with the same formula, charge and spin	55.1	kJ/mol
SMILES string	Nc1cncnc1